1.
18
Properties=species:S:1:pos:R:3:forces:R:3:mulliken_charge:R:1 method="wB97M-V/def2-TZVPD" fmax_ev_per_a=5.2 relative_energy_ev=6.144 homo_lumo_gap_ev=9.35 multiplicity=1 molar_mass_g_mol=110.16 smiles=C#C[C@@]1(CN)CN1C
C 1.9821 -0.0002 -0.7413 0.3625 -0.1643 -0.9004 -0.729
C 0.1104 -1.4539 0.2847 0.0480 -1.3281 -0.7326 -0.453
C -0.5403 -0.0783 -0.0370 0.0978 -2.5135 0.1398 1.167
C -1.1619 0.7364 1.0439 -3.5226 0.3001 0.7056 -0.773
C -1.2081 -0.1166 -1.3805 0.4681 2.8042 -1.5274 -1.084
C -1.6316 0.3151 -2.4677 1.0079 -1.9905 -0.1636 -0.148
H 2.7734 -0.8315 -0.6146 -1.4567 1.0411 -0.5005 0.279
H 2.6946 1.0088 -0.5768 -2.6935 -2.3775 -0.2956 0.237
H 1.4243 -0.0452 -1.8234 1.9120 0.2833 2.3555 0.242
H 0.1291 -2.1588 -0.7059 0.0961 1.4486 2.7274 0.255
H 0.2050 -1.8131 1.3415 -1.0751 -0.5859 -1.2686 0.317
H -2.2250 0.3542 1.2846 1.3883 0.1346 -0.4429 0.275
H -1.4216 1.7352 0.6263 0.7065 -0.0145 0.2183 0.287
H -0.5777 1.1116 3.0898 0.1878 -0.2078 -1.4246 0.172
H 0.7337 0.5855 1.7989 -3.5945 0.3680 1.9539 0.321
H -1.8184 0.3060 -3.6112 0.0898 0.2295 2.8293 0.317
N 0.8859 -0.2824 0.2851 2.4589 2.3966 -3.9086 -0.207
N -0.3537 0.6271 2.2036 3.5189 0.1762 0.2349 -0.475



2.
5
Properties=species:S:1:pos:R:3:forces:R:3:mulliken_charge:R:1 method="wB97M-V/def2-TZVPD" fmax_ev_per_a=2.2 relative_energy_ev=3.597 homo_lumo_gap_ev="7.70 / 6.31" multiplicity=1 molar_mass_g_mol=244.40
F -1.4917 -1.4755 -1.3235 1.2313 1.6258 -0.7447 -0.242
P -0.6167 -0.1605 -1.9134 -0.9380 -1.6225 0.7933 0.232
S 0.2310 1.0089 1.4903 0.0826 -0.4474 -1.5206 0.065
Cl 0.2141 1.5076 3.3421 -0.0520 0.4054 1.4397 -0.097
I 1.6634 -0.8806 -1.5955 -0.3239 0.0388 0.0323 0.043



3.
102
Properties=species:S:1:pos:R:3:forces:R:3:mulliken_charge:R:1 method="wB97M-V/def2-TZVPD" fmax_ev_per_a=2.5 relative_energy_ev=0.000 homo_lumo_gap_ev=7.96 multiplicity=1 molar_mass_g_mol=1333.93 charge=-1
Bi 18.1548 13.0519 10.9553 -0.2064 0.4504 -0.4886 0.993
O 21.5848 15.2427 8.6100 0.6085 -0.9914 -1.0692 -0.775
C 21.8779 14.3062 7.6341 0.0756 0.4873 0.7145 0.410
C 22.9454 14.5510 6.7868 0.0857 0.7032 -0.4375 -0.686
C 23.2368 13.6564 5.7640 -0.4702 -0.0238 0.3458 -0.415
C 22.5049 12.4989 5.5707 0.0202 1.0170 1.1356 -1.102
C 21.5153 12.2432 6.4942 -1.4422 -1.5629 -0.3735 -0.035
C 21.1731 13.0953 7.5236 0.0152 0.4362 0.1375 0.350
C 20.2657 12.6002 8.6348 0.4584 0.3989 0.5120 0.197
O 19.5382 13.6011 9.2751 0.2887 -0.5228 0.1015 0.089
N 21.2878 11.9517 9.5680 -0.3426 0.1798 0.6463 0.077
N 20.9910 11.9674 10.8678 -0.7736 0.5826 0.5589 -0.248
C 21.3982 11.0547 11.6618 -0.0112 -1.0885 -1.1180 -0.300
C 20.9943 10.9972 13.0621 -0.4121 1.3573 0.2063 0.302
Br 20.3066 12.6380 13.8633 0.2577 -0.1749 -0.6617 -0.133
C 20.9450 9.9812 13.9037 0.1370 -0.6744 0.3339 -1.029
C 21.2673 8.5878 13.5783 0.2859 0.4701 0.2472 0.612
C 20.8112 8.0013 12.4040 0.4268 -0.0446 0.4002 -0.371
C 21.1994 6.7031 12.0954 -0.5606 -0.1311 -0.3004 -0.633
C 21.9378 5.9190 12.9808 -0.0639 1.3004 0.3949 -0.728
C 22.3253 6.5454 14.1908 0.4573 -0.8861 -0.4480 -0.251
C 22.0569 7.8642 14.4875 -1.0314 -0.6173 -1.4149 -0.818
H 20.8643 14.8092 9.0839 -0.7487 0.0315 0.5340 0.053
H 23.4952 15.5054 6.8740 -0.3202 -0.6931 0.0571 0.378
H 24.0221 13.8667 5.0981 0.9904 0.3875 -0.7294 0.444
H 22.7058 11.8274 4.7839 0.2329 -0.6223 -0.7729 0.524
H 20.9147 11.3098 6.3606 0.4818 0.7589 0.3094 0.272
H 19.6254 11.7925 8.3001 -0.2410 -0.1161 -0.3415 -0.081
H 21.6034 11.0419 9.2556 0.0966 -0.1466 -0.4272 0.393
H 21.8917 10.1702 11.1753 -0.0705 0.5652 0.9468 0.409
H 20.6513 10.1707 14.9312 0.0022 0.0447 -0.1131 0.502
H 20.1521 8.5524 11.7338 0.1812 -0.1537 0.1370 0.567
H 20.8031 6.3791 11.1405 0.2949 -0.6285 0.0421 0.430
H 22.2296 4.8980 12.7467 -0.1265 0.2198 0.1126 0.386
H 22.9092 5.9888 14.9057 0.1117 -0.2574 0.0965 0.350
H 22.3960 8.2972 15.3979 0.1936 0.3414 0.5314 0.493
F 16.8690 7.8806 13.0273 0.4066 -1.3630 -0.6493 -0.252
C 16.7266 9.1785 12.9951 -0.7107 0.4872 1.0093 0.639
F 16.0270 9.4516 14.1137 0.2118 0.7698 -0.6149 -0.238
F 17.9294 9.7418 13.0540 0.2056 0.3324 0.0115 0.001
S 15.8300 9.7193 11.4672 -1.8133 -1.3267 0.4088 1.066
O 15.8950 11.1407 11.3777 0.5468 0.9670 0.1531 -0.588
O 14.5219 9.1316 11.6232 0.7669 0.2784 -0.0124 -0.728
N 16.6369 8.9207 10.3809 0.3417 0.0932 0.4687 -0.562
S 17.4998 9.5073 9.2396 -1.1593 0.6288 -1.1729 1.248
O 18.6095 8.6719 8.9523 1.0715 -0.2799 0.0325 -0.799
O 17.6588 10.9532 9.1934 0.2909 -0.5060 0.3345 -0.425
C 16.3500 9.1845 7.8210 -0.2093 1.5114 -0.6923 0.403
F 16.8753 9.5874 6.6302 0.0963 -0.4718 0.8289 -0.187
F 16.0303 7.9219 7.7299 -0.0204 -0.8933 -0.0425 -0.210
F 15.2132 9.8953 7.9755 0.2666 -0.1456 0.1918 -0.237
N 10.6327 14.9882 13.3348 -0.3161 0.3364 0.0975 -0.556
C 11.9796 14.7072 13.4917 -0.5292 0.8498 0.3808 1.175
C 12.4840 13.4660 13.2229 0.3456 -1.4117 -0.8396 -0.925
C 13.8222 13.1851 13.4322 0.1082 0.3116 0.1688 -0.051
C 14.6273 14.1603 13.9693 0.8293 0.6239 0.2769 -0.466
C 14.1477 15.4430 14.2262 -0.7618 -1.1823 -0.5034 -0.750
C 12.8267 15.6991 13.9983 -0.1301 0.0961 -0.0812 -0.600
S 16.3240 13.8471 14.3130 0.9879 0.4840 0.3635 0.935
O 16.5073 12.4247 14.4200 -0.1350 -0.0843 -0.5095 -0.589
O 16.7308 14.6205 15.4687 -0.3245 0.0398 -0.7427 -0.728
N 17.1043 14.3132 12.9450 0.1548 -1.1483 -0.3443 -0.041
C 17.7265 15.4441 12.5975 -1.1341 -0.7102 0.8657 0.317
N 18.4853 15.2758 11.4795 -0.1586 -0.5436 0.7187 0.805
C 19.2811 16.2432 11.1231 1.8122 0.6299 -1.6265 0.044
C 19.3631 17.4500 11.8106 -0.5823 -0.6669 0.2912 -0.952
C 18.4393 17.5718 12.8563 -0.2449 -1.1032 -0.4092 -0.479
N 17.5887 16.5866 13.2505 1.3135 1.8825 -0.3624 -0.494
H 10.0780 14.3474 12.7965 0.0660 -0.0157 -0.1291 0.209
H 10.4127 15.9613 13.1879 -0.0810 -0.1723 -0.0415 0.202
H 11.8891 12.6839 12.7440 -0.1048 0.3318 0.2610 0.266
H 14.2696 12.2507 13.1568 -0.0401 -0.4443 -0.0004 0.539
H 14.7352 16.2405 14.5621 1.1742 0.7133 0.5885 0.528
H 12.4921 16.6967 14.2296 -0.4826 0.1322 -0.0976 0.296
H 19.9154 16.0355 10.2280 -0.6791 0.3733 0.9192 0.137
H 20.0904 18.1998 11.5144 -0.3558 -0.0464 0.1532 0.440
H 18.3770 18.4980 13.3868 -0.1723 0.4098 0.4105 0.443
S 17.5952 16.7155 8.4050 -0.3620 -0.0669 0.2286 -0.496
P 16.4055 15.1569 8.2092 0.8024 0.3856 -0.5152 0.926
S 15.9628 13.9981 9.8331 -0.5588 -0.1300 0.3013 -0.338
C 14.8617 15.6722 7.3476 -0.2366 -0.1984 0.4100 0.553
C 14.9935 16.0829 6.0092 -0.5947 0.5447 0.6609 -0.421
C 13.9006 16.5933 5.3249 -0.4251 -0.7475 0.4873 -0.623
C 12.6336 16.6231 5.9472 0.7263 -0.3854 -0.1650 -0.479
C 12.4944 16.1594 7.2629 0.7009 0.2112 -0.4862 -0.612
C 13.6153 15.6929 7.9726 -0.1807 0.1415 -0.2965 -0.490
C 17.0247 14.0315 6.9409 0.5922 0.0778 0.3190 0.419
C 18.1049 14.4623 6.1848 -0.5822 0.2979 0.5907 -0.116
C 18.3714 13.8166 5.0024 0.4042 -0.2409 -0.4404 -0.832
C 17.5961 12.7525 4.6147 -1.0960 -1.1459 0.0887 -0.764
C 16.6126 12.2183 5.4629 1.0756 1.3276 -0.1694 -0.754
C 16.3531 12.8543 6.6515 0.0309 0.3811 -0.0794 -0.586
H 15.9485 16.0985 5.5248 0.4356 -0.2209 -0.0819 0.383
H 14.0346 16.8283 4.2724 -0.2104 0.2711 0.1889 0.365
H 11.8010 16.9395 5.3238 -0.1152 0.0360 0.4492 0.347
H 11.5391 16.1646 7.7560 -0.2901 0.0145 0.0137 0.410
H 13.4958 15.3410 9.0059 0.1398 0.1651 -0.4656 0.397
H 18.6132 15.3381 6.5790 0.2600 -0.1074 -0.4669 0.277
H 19.1810 14.0973 4.3634 0.4261 0.3947 -0.2138 0.484
H 17.6851 12.2626 3.6532 0.4556 0.1421 -0.0824 0.364
H 16.0760 11.3635 5.1839 -0.6398 -1.0533 -0.3789 0.564
H 15.6233 12.4973 7.3454 -0.4902 -0.2579 0.2357 0.561



4.
18
Properties=species:S:1:pos:R:3:forces:R:3:mulliken_charge:R:1 method="wB97M-V/def2-TZVPD" fmax_ev_per_a=4.1 relative_energy_ev=2.365 homo_lumo_gap_ev=10.71 multiplicity=1 molar_mass_g_mol=107.13 smiles=N[C@H]([NH3+])CC(O)O charge=+1
C 0.1370 -0.7768 -0.6001 0.7680 1.7498 3.5972 -0.896
C -0.8345 -0.1911 0.5096 -0.2380 0.8757 -3.4637 -0.186
C 1.5802 -0.4311 -0.2511 0.5533 -1.3243 -1.3516 0.161
N -2.2235 -0.3669 0.1133 0.4002 -0.0856 1.3612 -0.649
N -0.6224 1.3229 0.4870 0.7365 1.3837 -0.7853 -0.385
O 1.7954 -0.7100 1.0820 1.1517 -0.3338 0.8861 -0.517
O 1.8096 0.9688 -0.4671 -2.6034 -0.9153 -1.3820 -0.557
H -0.1138 -0.4818 -1.5605 -0.6252 1.5468 -1.7921 0.371
H 0.1149 -1.8062 -0.7489 -0.4075 -2.1074 0.7501 0.536
H -0.6831 -0.4160 1.5398 0.3706 -1.0020 0.4482 0.452
H 2.1512 -1.1630 -0.9280 0.1890 1.7034 0.7951 0.313
H -2.3744 -1.3646 0.0384 -0.5880 0.1424 -0.2674 0.283
H -2.5097 0.1577 -0.7056 0.1833 -0.5061 -0.1710 0.241
H -1.1360 1.7011 1.2873 0.3142 0.1097 0.0706 0.370
H -1.1522 1.7256 -0.3484 1.3195 -0.5284 1.1035 0.380
H 0.4945 1.6375 0.4563 -2.8565 -1.2083 -0.3300 0.404
H 2.7625 -0.7799 1.2901 -1.2553 -0.0458 -0.3372 0.361
H 2.6129 1.2492 -0.1197 2.5877 0.5455 0.8685 0.317



5.
21
Properties=species:S:1:pos:R:3:forces:R:3:mulliken_charge:R:1 method="wB97M-V/def2-TZVPD" fmax_ev_per_a=0.7 relative_energy_ev=1.320 homo_lumo_gap_ev=9.60 multiplicity=1 molar_mass_g_mol=115.18 smiles="CCCNCCC=O"
C -1.0925 -0.6837 -0.1423 -0.1942 0.2497 -0.0318 -0.837
N 0.1292 0.0125 0.1936 0.3648 0.2754 0.2926 -0.234
C 1.1910 -0.8690 0.6535 -0.6709 0.0110 -0.0066 -0.601
C 2.5508 -0.2037 0.7109 -0.0828 0.0549 -0.2633 -0.711
C 3.1127 0.2421 -0.6231 -0.0641 -0.4106 0.3965 0.095
O 2.4490 0.6229 -1.5497 0.0217 0.0993 -0.1573 -0.488
C -2.0836 0.2577 -0.8232 -0.2112 -0.0469 0.1651 -0.406
C -2.8381 1.1330 0.1927 0.0064 -0.2200 -0.1126 -1.160
H -1.5506 -1.0383 0.7849 -0.0150 -0.1499 0.0841 0.332
H -0.9090 -1.5748 -0.7565 0.0753 -0.0316 -0.1820 0.463
H 0.4588 0.5838 -0.5715 -0.0421 -0.1846 -0.2135 0.272
H 0.9300 -1.1936 1.6641 0.0657 -0.0993 0.0658 0.330
H 1.2268 -1.7856 0.0455 0.2114 -0.0211 -0.1172 0.335
H 2.4861 0.6919 1.3354 0.0852 0.0393 0.1095 0.303
H 3.2546 -0.8941 1.1736 0.1641 0.0925 0.0760 0.376
H 4.2148 0.1742 -0.6987 0.0610 0.1663 -0.1233 0.333
H -1.5791 0.8443 -1.5944 0.1538 0.1162 0.1496 0.296
H -2.8114 -0.3387 -1.3689 -0.0919 -0.1276 -0.0777 0.339
H -3.1662 2.0837 -0.2176 0.0669 0.1214 -0.1060 0.345
H -3.7408 0.6111 0.5130 0.0165 -0.0242 0.1277 0.295
H -2.2325 1.3241 1.0787 0.0793 0.0897 -0.0756 0.321



Across the entries above, DFT total energy takes the values -343.9109 -1597.2502 -8249.5408 -380.6270 -366.3854 a.u., respectively.